[1]
Density functional theory data (the ωB97M-V functional and the def2-TZVPD basis) for C31H35BN5O6V as an isolated structure at a distorted geometry.

The energy above the lowest of the compared OMol25 structures with the same formula, charge and spin is 147.65 kJ/mol. The molar mass is 635.41 g mol⁻¹. The frontier orbital gap (spin up / spin down) comes out at 7.1 / 7.5 eV. As for the HOMO energy (spin up / spin down): -10.5327 / -10.5759 eV. The value obtained for the total energy is -2896.26132 Eh. The value obtained for the strongest force on any atom is 4.46 eV Å⁻¹. The charge is +1. Its spin multiplicity is 2.

Element x y z (Å)
V -1.05 -0.12 0.36
O -1.29 2.75 2.83
O -1.34 0.41 5.12
O 0.85 1.86 -0.59
O -2.76 1.84 6.05
O 1.89 -0.14 -0.69
O -1.13 1.30 1.14
N -3.73 0.46 1.75
N -1.76 0.20 -1.62
N -4.67 -0.11 2.49
N -2.06 -1.67 0.12
N -0.11 -1.42 1.69
C -1.41 -2.37 3.61
C -1.68 1.80 2.20
C -4.71 -1.60 -3.09
C 2.74 3.22 -1.47
C -2.92 -1.78 -0.95
C -1.28 -2.00 2.28
C -3.30 0.79 3.94
C -2.32 -2.22 1.35
C 4.04 0.71 -1.63
C 6.52 2.99 -3.42
C 0.77 -0.76 2.67
C -3.80 -2.84 -1.23
C -2.57 -3.00 4.02
C 4.02 3.09 -1.98
C 4.68 1.87 -2.08
C -2.16 1.61 -1.73
C 6.11 0.56 -3.65
C -2.88 -0.70 -1.83
C 7.05 1.48 -1.51
C 2.76 0.83 -1.15
C -2.89 1.02 2.61
C -2.38 1.01 5.09
C -4.46 0.06 3.81
C 2.11 2.06 -1.07
C -0.80 -0.13 -2.69
C -3.59 -3.25 3.12
C -3.77 -0.59 -2.88
C -4.68 -2.73 -2.29
C -3.49 -2.85 1.80
C 6.07 1.74 -2.67
C 0.65 -2.49 1.02
B 0.73 0.51 -0.35
H -2.45 1.86 -2.75
H 0.01 -3.02 0.31
H -0.63 -2.16 4.32
H -0.43 -1.15 -2.54
H -5.35 -3.55 -2.49
H -5.10 -0.36 4.56
H 1.50 -2.07 0.49
H -1.33 2.25 -1.44
H -5.43 -0.60 2.05
H -3.58 2.33 5.87
H -1.28 -0.07 -3.67
H -4.49 -3.75 3.44
H 4.52 3.99 -2.30
H -2.67 -3.31 5.05
H 0.20 -0.08 3.30
H -3.01 1.80 -1.06
H 0.04 0.56 -2.69
H -5.42 -1.51 -3.89
H -4.33 -3.02 1.14
H 5.30 0.63 -4.37
H 7.07 2.34 -0.84
H 6.75 0.61 -0.93
H 8.05 1.31 -1.90
H -3.76 0.26 -3.54
H 7.49 2.82 -3.86
H 1.01 -3.21 1.77
H 1.55 -0.22 2.14
H 6.61 3.85 -2.75
H 2.26 4.18 -1.38
H -3.75 -3.75 -0.65
H 4.52 -0.25 -1.65
H 1.25 -1.51 3.30
H 6.03 -0.40 -3.14
H 7.05 0.56 -4.19
H 5.82 3.24 -4.22

---

[2]
Density functional theory data (the ωB97M-V functional and the def2-TZVPD basis) for C31H35BrHfN5O6SSi as an isolated structure at a distorted geometry.

The energy above the lowest of the compared OMol25 structures with the same formula, charge and spin is 15.64 kJ/mol. The molar mass is 892.20 g mol⁻¹. The frontier orbital gap comes out at 8.1 eV. As for the HOMO energy: -10.2294 eV. The value obtained for the total energy is -5237.20953 Eh. The value obtained for the strongest force on any atom is 1.18 eV Å⁻¹. The charge is +1.

Element x y z (Å)
Hf -0.82 -0.01 0.91
Br -3.96 4.88 -3.46
S -0.03 2.52 1.74
Si 0.61 -1.74 -0.68
O -2.28 -0.61 2.12
O -2.81 1.50 0.43
O -3.06 -0.52 4.24
O -1.95 -0.26 -1.10
O -0.92 3.63 1.86
O 0.04 1.85 0.37
N -1.28 0.09 -5.05
N -0.35 1.24 2.63
N -2.37 -1.37 -3.74
N 0.32 -1.39 2.41
N 2.51 -4.17 4.60
C -1.11 -1.21 -5.55
C 1.80 -3.26 3.89
C -2.05 -0.05 -4.02
C -0.37 -2.99 -6.92
C 0.53 -3.57 3.38
C 1.79 3.86 3.17
C 1.03 -0.91 -2.32
C 3.94 3.04 1.62
C -0.47 -3.24 -1.09
C 5.55 4.33 3.06
C -2.46 0.86 -1.75
C -2.50 1.03 -3.12
C 2.23 -2.44 -0.04
C 2.30 -1.98 3.62
C -3.36 3.24 -2.76
C -0.16 -2.62 2.67
C -1.80 -2.13 -4.76
C -3.35 3.06 -1.38
C -3.74 2.13 1.33
C -1.09 -3.90 -6.12
C -2.90 1.86 -0.90
C 1.60 3.05 2.06
C 1.54 -1.10 2.89
C -0.37 -1.64 -6.65
C -1.45 1.14 3.62
C 2.66 2.62 1.27
C -2.96 2.24 -3.63
C -1.81 -3.49 -5.02
C -2.36 -0.09 3.38
C 4.17 3.85 2.72
C 3.07 4.25 3.49
H 4.78 2.73 1.00
H -2.07 2.03 3.62
H -0.09 -3.70 -2.01
H -3.34 3.08 1.67
H 2.68 -3.06 -0.82
H -0.41 -3.98 -0.29
H -3.67 3.85 -0.72
H 0.18 -3.36 -7.77
H 5.76 5.27 2.56
H -1.05 1.02 4.63
H -1.15 -2.84 2.30
H -1.53 -3.03 -1.24
H 6.30 3.61 2.74
H 2.14 -5.08 4.79
H -1.52 -0.86 -1.75
H -1.06 -4.96 -6.38
H 1.74 -1.55 -2.84
H 1.91 -0.10 2.70
H -3.89 1.44 2.15
H 3.23 4.89 4.35
H 0.07 -4.53 3.57
H 3.27 -1.67 3.98
H 0.17 -0.93 -7.26
H -3.20 -1.64 -3.23
H 2.95 -1.66 0.22
H 3.42 -3.94 4.96
H 0.18 -0.78 -3.00
H -4.69 2.27 0.81
H 2.50 2.01 0.40
H 1.49 0.08 -2.21
H 2.08 -3.06 0.85
H 5.67 4.49 4.13
H -2.35 -4.20 -4.41
H -2.98 2.38 -4.70
H 0.95 4.20 3.77